C33H35CrIO7PS3 as an isolated structure. Source: the Open Molecules 2025 dataset; level of theory: ωB97M-V/def2-TZVPD.

Geometry as XYZ:
```
81
Properties=species:S:1:pos:R:3:lowdin_charge:R:1
Cr -0.099 0.052 -0.463 0.271
C -1.390 5.149 1.788 -0.084
C 0.082 4.916 1.538 -0.314
O 0.453 3.591 1.949 -0.335
P 0.734 2.450 0.844 -0.071
S 0.814 0.703 1.763 0.434
S -0.574 2.508 -0.639 0.441
O 2.164 2.903 0.250 -0.330
C 3.384 2.189 0.479 -0.319
C 3.993 2.540 1.821 -0.088
H -1.663 6.169 1.508 0.076
H -1.628 5.000 2.842 0.080
H -1.984 4.454 1.196 0.046
H 0.701 5.596 2.127 0.113
H 0.324 5.063 0.483 0.093
H 4.042 2.489 -0.337 0.109
H 3.190 1.119 0.393 0.083
H 4.143 3.618 1.901 0.075
H 4.960 2.044 1.931 0.072
H 3.343 2.215 2.632 0.057
I -5.828 5.015 1.337 0.790
C -4.761 3.209 1.299 -0.746
C -4.403 2.657 0.081 -0.159
C -3.669 1.480 0.070 -0.059
C -3.320 0.853 1.258 -0.132
C -3.704 1.418 2.467 -0.012
C -4.416 2.607 2.499 -0.161
C -2.551 -0.452 1.257 -0.600
O -2.704 -1.213 2.208 0.032
O -1.828 -0.699 0.222 -0.171
H -4.673 3.145 -0.846 0.091
H -3.341 1.045 -0.865 0.114
H -3.432 0.913 3.385 0.119
H -4.694 3.059 3.442 0.086
C 3.243 0.319 -8.021 -0.060
C 2.631 0.240 -6.649 -0.277
C 2.988 1.130 -5.650 -0.019
C 2.442 1.065 -4.370 -0.178
C 2.897 2.084 -3.359 -0.034
C 1.486 0.075 -4.094 -0.028
C 1.085 -0.817 -5.103 -0.183
C 0.024 -1.865 -4.898 -0.038
C 1.678 -0.727 -6.355 -0.023
C 0.882 -0.016 -2.723 -0.590
O -0.312 -0.395 -2.572 -0.070
O 1.572 0.300 -1.712 -0.100
H 3.995 1.105 -8.072 0.068
H 2.483 0.529 -8.777 0.077
H 3.721 -0.625 -8.293 0.076
H 3.718 1.904 -5.865 0.108
H 3.419 2.895 -3.870 0.074
H 3.570 1.631 -2.632 0.079
H 2.067 2.495 -2.783 0.078
H 0.142 -2.401 -3.959 0.041
H 0.040 -2.573 -5.728 0.073
H -0.962 -1.402 -4.843 0.092
H 1.378 -1.429 -7.127 0.112
O 0.666 -1.936 -0.264 -0.541
S 0.141 -3.067 -1.099 1.086
C 1.604 -3.965 -1.606 -0.367
C 1.585 -4.700 -2.778 -0.099
C 2.735 -5.373 -3.175 -0.081
C 3.884 -5.288 -2.406 -0.087
C 3.895 -4.530 -1.239 -0.069
C 2.753 -3.862 -0.834 -0.045
C -0.492 -4.253 0.092 -0.332
C -0.503 -5.620 -0.159 -0.082
C -1.091 -6.465 0.768 -0.095
C -1.665 -5.945 1.923 -0.091
C -1.650 -4.579 2.155 -0.054
C -1.058 -3.719 1.239 -0.046
H 0.686 -4.740 -3.382 0.110
H 2.733 -5.948 -4.092 0.102
H 4.783 -5.804 -2.721 0.099
H 4.800 -4.456 -0.650 0.104
H 2.743 -3.244 0.055 0.121
H -0.044 -6.023 -1.053 0.099
H -1.097 -7.534 0.592 0.097
H -2.125 -6.613 2.641 0.097
H -2.107 -4.152 3.038 0.111
H -1.068 -2.650 1.407 0.087
```

**Gap between HOMO and LUMO (spin up / spin down)**: 6.64 / 5.43 eV
**E_LUMO (spin up / spin down)**: 2.23 / 2.23 eV
**ΔE to the lowest compared entry with this formula, charge and spin**: 0.0 kcal per mole
**Spin multiplicity**: 3
**<S²>**: 2.011
**HOMO level (spin up / spin down)**: -0.162 / -0.118 Eh
**Net charge**: -1